No. 1
Computed, not measured: a structure of composition C31H26AsBr2KN3O, with wB97M-V/def2-TZVPD.

Calculated values
**Energy above the lowest of the compared OMol25 structures with the same formula, charge and spin**: 0.214 eV
**HOMO-LUMO gap**: 8.53 eV
**Calculated total energy**: -9420.05949 Ha
**Net charge**: +1

Each line ends with the natural charge from an NBO analysis.
Positions of all 65 atoms, in Å:
C: -1.95925 -1.81137 -1.98420  -0.219
H: 1.18895 -1.11889 -3.04406  0.227
H: -0.02919 -7.86603 -1.37971  0.222
C: 0.41319 -7.30487 -0.56701  -0.220
C: 0.70862 -2.24429 -1.28016  -0.241
C: 3.47302 1.48973 -1.87314  -0.266
H: -2.41761 -4.98322 2.95408  0.226
C: -5.27360 0.86471 1.67195  -0.422
C: -2.06512 -3.81610 1.18163  -0.304
N: 2.29074 0.75525 0.07086  -0.467
N: 0.13908 2.35396 -0.74547  -0.470
Br: 5.85244 0.32082 -2.88192  0.126
C: 4.42540 0.50362 -1.67487  -0.042
H: -1.35698 5.27523 -1.48936  0.246
H: -3.56397 -1.87004 2.67802  0.142
C: 4.31824 -0.34491 -0.58663  -0.278
H: 1.99350 -5.31337 2.33888  0.217
H: -4.44824 1.21318 1.05782  0.231
H: -5.46599 1.59114 2.46367  0.208
C: -4.00838 -3.25596 -0.13061  -0.195
H: -4.85452 -5.12444 2.56968  0.227
H: -6.17014 0.77394 1.05844  0.208
N: -4.93333 -0.42891 2.23226  -0.403
H: 3.54141 2.15025 -2.72531  0.243
C: -0.79896 3.28690 -0.88641  0.059
H: -5.59549 -2.11615 3.26349  0.219
H: 3.10652 -0.82085 1.11113  0.204
C: 3.22669 -0.17235 0.24931  0.054
H: -2.98932 -1.64033 -2.27077  0.220
C: 1.73008 3.89626 -1.64221  -0.261
C: -5.99528 -1.18292 2.87264  -0.404
C: -4.79886 -3.94790 0.77450  -0.207
H: -1.80172 3.01348 -0.57651  0.200
H: -0.90022 -5.63042 -0.81303  0.207
K: -0.36102 -0.02818 0.68948  0.943
C: -0.07407 -6.04832 -0.24852  -0.151
C: -0.31566 -2.75032 -0.48890  -0.350
H: -6.78182 -1.41394 2.15247  0.205
H: -4.46460 -2.78764 -0.99395  0.217
C: -3.67928 -0.88224 2.21301  0.554
H: 1.84815 -8.82780 -0.09387  0.224
C: -2.63080 -3.19521 0.06224  -0.092
H: -6.42822 -0.61021 3.69413  0.208
C: -1.65696 -2.55807 -0.84623  0.007
C: 1.38529 2.65441 -1.12617  0.184
C: -2.85906 -4.49710 2.09248  -0.207
H: 5.05261 -1.11431 -0.39824  0.248
C: 0.73668 4.85301 -1.77698  -0.041
C: 1.46987 -7.84565 0.15723  -0.189
C: -0.55987 4.55227 -1.39791  -0.272
C: 0.39726 -1.51208 -2.41869  -0.214
C: 2.42484 1.58734 -0.96778  0.187
As: -0.14397 -3.55657 1.27385  0.896
H: -5.86697 -4.01483 0.61123  0.224
C: 2.03697 -7.13120 1.20039  -0.208
H: 2.85676 -7.55419 1.76580  0.223
H: 1.74532 -2.41477 -1.01410  0.226
H: 2.75072 4.12777 -1.90990  0.242
C: -0.93371 -1.28433 -2.75638  -0.204
H: -1.17158 -0.70340 -3.63791  0.227
C: -4.22995 -4.57275 1.87887  -0.214
C: 1.54973 -5.86943 1.52141  -0.207
C: 0.49508 -5.32710 0.79749  -0.348
O: -2.71959 -0.28626 1.72957  -0.735
Br: 1.15624 6.55054 -2.46052  0.127

Cartesian forces (eV/Å) of the 6 atoms listed first:
0.0040 -0.0081 0.0430
0.0000 -0.0026 0.0020
-0.0030 0.0046 -0.0002
0.0061 0.0032 0.0023
-0.0519 0.0049 -0.0068
0.0492 -0.0154 -0.0255

=====

No. 2
Computed, not measured: a structure of composition C31H26AsF11IN4O3SZn, with wB97M-V/def2-TZVPD.

Calculated values
**Spin multiplicity**: 2
**Energy above the lowest of the compared OMol25 structures with the same formula, charge and spin**: 0.000 eV
**HOMO-LUMO gap (spin up / spin down)**: 6.51 / 6.87 eV
**Calculated total energy**: -7451.26495 Ha
**Net charge**: 0

Each line ends with the Mulliken spin population.
Positions of all 79 atoms, in Å:
H: 4.26881 0.40840 -1.90538  0.003
F: -4.54698 -0.01913 -0.51937  0.000
H: -0.85935 4.42913 5.58062  0.000
H: 0.76007 3.74384 5.32339  0.000
F: -3.86721 2.33072 -0.46648  0.000
C: -0.83488 -6.47904 0.39918  0.000
C: -1.22321 -5.70422 1.48790  0.000
H: -0.51602 3.51309 4.09487  0.000
C: 1.17530 -3.12774 -0.30595  0.000
C: -1.11789 -6.01672 -0.88573  0.000
C: -2.16211 -4.06236 0.01853  0.000
N: 0.60399 -2.35111 -1.22704  0.000
C: -4.38562 -2.94365 -1.07787  0.000
H: 0.88856 -7.60195 1.02899  0.000
C: 2.21503 1.03928 -1.59491  -0.007
H: 0.01778 -8.31940 -0.32807  0.000
C: 3.33318 3.62165 -1.14268  0.223
C: -0.10399 4.20002 4.83640  0.002
C: 1.77573 4.27321 2.77867  -0.033
H: 3.12393 3.44165 1.35577  0.006
S: -2.91350 -2.46093 -0.19814  0.000
O: 1.70816 -0.07397 -1.69326  0.102
H: 1.62267 3.32471 3.27025  0.000
C: -1.87990 -4.49525 1.30429  0.000
C: 1.35270 6.64964 2.58193  -0.045
C: 2.61933 4.34021 1.68681  0.082
C: 1.34382 2.22635 -1.42065  0.031
N: 4.00096 4.70758 -0.78503  0.029
H: -1.85638 2.77130 -1.46685  0.000
O: 0.24459 5.44526 4.23868  0.025
C: 0.55299 0.43749 1.79972  -0.002
C: 1.88016 -4.27199 -0.63768  0.000
H: 1.45833 -4.05618 -3.99020  0.000
H: -2.15556 -3.88043 2.15297  0.000
C: 0.71883 -2.69791 -2.49492  0.001
C: 2.20650 6.71287 1.50817  0.072
F: 0.41020 0.36023 3.13337  0.000
C: 1.39581 -3.82222 -2.93754  0.000
C: 2.81625 5.54942 1.01908  0.010
F: -1.71952 0.55794 1.47555  0.000
F: -0.75821 -1.42824 1.55365  0.000
H: -4.10714 -3.51948 -1.95873  0.000
C: -0.62509 -0.13769 1.01798  0.002
H: -1.95805 -4.44500 -2.08477  0.000
H: 0.84665 7.53018 2.95465  -0.001
F: -4.56366 0.03068 -2.95548  0.000
F: -2.54862 0.71071 -1.74372  0.000
F: 0.72744 1.73984 1.50329  0.001
F: 1.69457 -0.20384 1.48724  0.001
H: -4.88331 -2.01879 -1.36049  0.000
H: -1.09399 5.10681 -1.29635  0.000
H: 1.33690 5.58703 -1.13126  0.010
N: 0.03286 1.96531 -1.48203  -0.006
H: 2.53385 -5.51085 -2.26902  0.000
C: 1.99024 -4.62184 -1.97397  0.000
N: 3.62886 5.70750 -0.10883  0.304
C: 4.15544 2.49627 -1.50038  -0.031
C: -0.36357 4.30994 -1.31044  -0.016
C: 0.97981 4.57090 -1.21188  0.029
F: -5.91205 1.67845 -1.69691  0.000
H: -1.00107 -6.04502 2.49317  0.000
H: -0.64054 -8.42275 1.30667  0.000
O: -2.06220 -1.80552 -1.26281  0.000
Zn: -0.55956 -0.25809 -1.06668  -0.008
C: -0.10431 -7.77776 0.60924  0.000
C: 3.64407 1.26571 -1.69543  0.123
I: -0.20169 -1.39050 -3.84383  0.002
As: -4.26752 1.20289 -1.71701  0.000
C: -1.77275 -4.81333 -1.08209  0.000
C: 1.87881 3.49594 -1.24012  0.002
H: -5.01041 -3.53084 -0.40416  0.000
H: 2.40343 7.65143 1.00572  -0.003
H: 1.04556 -2.81388 0.72214  0.000
H: -0.81271 -6.60684 -1.74283  0.000
C: -0.80682 2.98937 -1.42120  0.008
F: -3.86400 2.38854 -2.90641  0.000
H: 2.32790 -4.87461 0.14062  0.000
C: 1.11643 5.42315 3.21398  0.092
H: 5.22292 2.67436 -1.53890  -0.012

Cartesian forces (eV/Å) of the 6 atoms listed first:
-0.0054 0.0037 0.0065
-0.0381 -0.0130 0.1708
-0.0107 0.0080 0.0083
0.0014 -0.0019 0.0029
0.0478 0.0573 0.0404
-0.0110 -0.0132 0.0033

=====

No. 3
Computed, not measured: a cluster of 3 separate species, C31H26BIO7P in total, with wB97M-V/def2-TZVPD.

Calculated values
**HOMO-LUMO gap**: 8.14 eV
**Calculated total energy**: -2387.44511 Ha
**Net charge**: +1

Each line ends with the natural charge from an NBO analysis.
Positions of all 67 atoms, in Å:
C: -0.71359 -0.31827 -6.51064  -0.424
C: -0.15271 4.16427 1.74610  0.560
H: 5.48278 -4.78632 0.94689  0.240
O: -1.69597 -1.01536 -2.57619  -0.943
O: 4.51603 -2.70911 -0.02869  -0.516
C: -2.18134 4.68748 3.80437  0.510
C: -0.62388 6.33908 4.80333  -0.183
C: 1.03055 -2.71940 0.90201  -0.036
C: -1.52456 -0.96911 -5.37968  -0.812
C: -1.76320 2.61962 0.66632  -0.165
H: 1.29234 -6.18208 3.17116  0.242
C: 2.23713 -4.73012 1.91973  -0.157
H: -4.63744 -1.41596 -3.61187  0.512
C: 1.56502 6.72732 3.88462  -0.188
O: -2.84980 -3.07183 -2.50632  -0.862
P: -0.77355 -0.73914 -3.79357  1.511
C: 0.98406 -3.94251 1.76352  0.528
O: 0.68624 3.91931 0.90359  -0.537
H: 1.10488 0.47899 -1.25066  0.208
H: -2.51379 -0.50755 -5.33971  0.283
C: 3.36111 -6.64656 2.82525  -0.184
C: -0.10969 -0.85672 -0.08467  -0.206
H: -1.01474 -0.28861 -0.24531  0.213
C: 2.21288 -5.88643 2.68799  -0.150
C: -0.87249 5.40144 3.81039  -0.054
C: 4.57165 -5.10036 1.43624  -0.172
C: 2.25005 -1.14685 -0.45938  -0.158
C: 0.66672 -0.91985 -6.76450  -0.543
C: 2.22388 -2.30088 0.31384  -0.137
B: -2.91524 -1.74712 -2.72174  1.273
I: 0.72346 -3.04928 -6.76502  0.119
H: -0.33952 0.57620 -3.68738  -0.001
C: 0.10143 5.13676 2.84253  -0.158
C: -3.93920 2.19458 1.59960  -0.193
O: -3.00880 4.87618 4.66717  -0.510
H: -0.57267 0.73926 -6.28516  0.231
C: -0.13818 -1.99648 0.69787  -0.184
H: 1.00490 -0.62059 -7.75051  0.254
H: -3.60963 -3.55674 -2.83530  0.513
C: 3.42441 -4.33051 1.29782  -0.059
C: 3.48640 -3.08400 0.48724  0.527
H: 1.41760 -0.56151 -6.06509  0.221
H: -1.67563 -2.03660 -5.54563  0.287
H: -1.38637 6.54179 5.54211  0.244
C: -1.48599 3.49396 1.70611  -0.152
H: -1.01556 2.45227 -0.09728  0.223
H: 0.77995 7.73673 5.60834  0.225
O: -0.04811 -4.27124 2.30452  -0.514
H: -4.40043 3.25408 3.41134  0.244
C: -2.44534 3.72656 2.69019  -0.039
C: 4.53802 -6.25668 2.19563  -0.185
H: 2.51517 7.24297 3.91881  0.223
C: 1.32216 5.79741 2.88925  -0.151
H: 0.36328 -1.52783 -3.65477  0.019
H: -1.05743 -2.33805 1.15357  0.243
H: -3.20060 1.29659 -0.20522  0.201
C: -3.66908 3.07007 2.63692  -0.171
H: 3.18490 -0.82521 -0.89751  0.244
C: -2.98498 1.97576 0.61137  -0.207
H: 2.07164 5.57858 2.14186  0.238
C: 1.08363 -0.42736 -0.65339  -0.236
O: -4.03434 -1.01610 -2.98385  -0.891
H: 3.34073 -7.54758 3.42309  0.226
H: 5.43159 -6.85684 2.30053  0.226
H: -1.31878 -0.41144 -7.40821  0.250
C: 0.59012 7.00275 4.83698  -0.180
H: -4.89208 1.68418 1.55900  0.221

Cartesian forces (eV/Å) of the 6 atoms listed first:
0.1944 -0.4399 0.1201
0.0590 -0.0033 -0.0163
-0.0137 0.0634 -0.0194
-0.5052 -0.2153 -0.3557
0.0063 -0.0045 -0.0328
-0.0160 0.0124 0.0357